--- P ---
{"formula": "CH7NS", "method": "ωB97M-V/def2-TZVPD", "e_homo_ev": -9.501, "smiles": "CN.S", "gap_ev": 9.076, "lumo_energy_ev": -0.426, "species": ["C", "N", "H", "H", "H", "H", "H", "S", "H", "H"], "positions_angstrom": [[-0.349, 1.037, 1.431], [-0.232, 0.857, -0.018], [-0.899, 1.946, 1.621], [-0.908, 0.235, 1.874], [0.607, 1.089, 1.966], [0.391, 1.576, -0.336], [0.127, -0.063, -0.159], [0.322, -2.247, -1.998], [0.159, -3.399, -2.642], [0.783, -1.032, -1.738]]}

=====

--- Q ---
{"formula": "CH7NS", "method": "ωB97M-V/def2-TZVPD", "e_homo_ev": -9.362, "smiles": "CN.S", "gap_ev": 10.305, "lumo_energy_ev": 0.943, "species": ["C", "N", "H", "H", "H", "H", "H", "S", "H", "H"], "positions_angstrom": [[1.658, -0.633, -0.038], [1.885, -1.461, -1.249], [1.585, 0.403, -0.358], [0.653, -0.901, 0.275], [2.381, -0.831, 0.748], [2.847, -1.769, -1.337], [1.339, -2.301, -1.102], [-1.837, 1.012, 0.728], [-1.281, 2.223, 0.835], [-1.620, 0.822, -0.572]]}

=====

--- R ---
{"formula": "CH7NS", "method": "ωB97M-V/def2-TZVPD", "e_homo_ev": -6.937, "gap_ev": 6.980, "lumo_energy_ev": 0.042, "species": ["C", "S", "H", "H", "H", "N", "H", "H", "H", "H"], "positions_angstrom": [[0.304, -0.063, 1.752], [0.591, -1.459, 0.595], [0.647, -0.442, 2.777], [0.889, 0.845, 1.453], [-0.795, 0.126, 1.747], [-0.337, 0.219, -1.679], [-1.347, 0.259, -1.743], [0.066, -0.519, -0.862], [-0.019, -0.147, -2.586], [0.001, 1.182, -1.455]]}

=====

Energy relative to the most stable one, in kcal/mol: P 54.9; Q 0.0; R 15.3

=====

--- P ---
{"formula": "C10H15N", "method": "ωB97M-V/def2-TZVPD", "e_homo_ev": -8.305, "gap_ev": 8.557, "lumo_energy_ev": 0.252, "species": ["C", "C", "C", "C", "C", "C", "C", "C", "C", "C", "H", "H", "H", "H", "H", "H", "H", "H", "H", "H", "H", "H", "H", "H", "H", "N"], "positions_angstrom": [[1.451, 2.823, -0.199], [0.267, 1.758, -0.013], [0.768, 0.457, -0.006], [2.005, -0.122, 0.140], [2.241, -1.506, 0.028], [1.149, -2.356, 0.092], [-0.089, -1.774, -0.294], [-0.391, -0.386, -0.112], [-2.098, 0.170, 1.341], [-2.533, -0.155, -1.154], [1.566, 2.940, -1.458], [0.757, 3.691, 0.422], [2.765, 2.362, 0.195], [-0.256, 2.186, 0.873], [-0.484, 1.978, -0.709], [2.996, 0.467, 0.104], [3.320, -1.951, -0.060], [0.979, -3.394, 0.627], [-0.995, -2.404, -0.410], [-2.664, -0.825, 1.626], [-0.903, 0.334, 1.985], [-2.848, 1.105, 1.886], [-2.389, 0.600, -2.193], [-3.988, -0.480, -0.266], [-2.220, -1.367, -1.403], [-1.749, 0.186, -0.022]]}

=====

--- Q ---
{"formula": "C10H15N", "method": "ωB97M-V/def2-TZVPD", "e_homo_ev": -9.566, "smiles": "c1ccncc1.C1CCCC1", "gap_ev": 10.478, "lumo_energy_ev": 0.912, "species": ["C", "C", "C", "N", "C", "C", "H", "H", "H", "H", "H", "C", "C", "C", "C", "C", "H", "H", "H", "H", "H", "H", "H", "H", "H", "H"], "positions_angstrom": [[2.357, -2.870, -0.763], [2.935, -2.507, 0.357], [2.086, -1.936, 1.331], [0.809, -1.752, 1.079], [0.302, -2.029, -0.068], [1.025, -2.762, -1.000], [2.729, -3.501, -1.544], [3.971, -2.696, 0.669], [2.318, -1.647, 2.347], [-0.816, -2.064, -0.105], [0.647, -3.360, -1.852], [-0.619, 2.963, 0.214], [-0.470, 1.593, 1.105], [-1.485, 0.615, 0.554], [-1.879, 1.146, -0.926], [-1.691, 2.712, -0.998], [-1.069, 3.798, 0.669], [0.434, 3.007, -0.083], [-0.730, 1.903, 2.083], [0.544, 1.268, 1.048], [-2.326, 0.492, 1.361], [-0.907, -0.347, 0.401], [-2.793, 0.845, -1.224], [-1.113, 0.735, -1.718], [-2.776, 3.131, -0.872], [-1.484, 3.263, -2.065]]}

=====

Energy relative to the most stable one, in kcal/mol: P 183.6; Q 0.0

=====

--- P ---
{"formula": "C2H2N3O", "method": "ωB97M-V/def2-TZVPD", "e_homo_ev": -15.518, "smiles": "N#[N+]/C=N\\C=O", "gap_ev": 8.274, "charge": 1, "lumo_energy_ev": -7.244, "species": ["N", "N", "C", "N", "C", "O", "H", "H"], "positions_angstrom": [[-2.520, 0.351, -0.167], [-1.477, 0.613, 0.108], [-0.208, 1.113, 0.183], [0.825, 0.430, -0.123], [1.085, -1.320, -0.031], [0.147, -1.968, 0.122], [-0.084, 2.231, 0.125], [2.232, -1.450, -0.217]]}

=====

--- Q ---
{"formula": "C2H2N3O", "method": "ωB97M-V/def2-TZVPD", "e_homo_ev": -16.377, "gap_ev": 8.660, "charge": 1, "lumo_energy_ev": -7.716, "species": ["C", "C", "N", "N", "N", "O", "H", "H"], "positions_angstrom": [[-0.795, 0.072, -0.141], [0.401, -0.159, -1.357], [-0.852, -0.572, -1.263], [0.268, -0.174, 1.673], [0.218, 0.099, 0.524], [1.354, -0.003, -1.989], [-1.679, 0.701, 0.243], [1.085, 0.036, 2.309]]}

=====

Energy relative to the most stable one, in kcal/mol: P 0.0; Q 54.3

=====

--- P ---
{"formula": "C2H2N3O", "method": "ωB97M-V/def2-TZVPD", "e_homo_ev": -14.690, "gap_ev": 7.930, "charge": 1, "lumo_energy_ev": -6.760, "species": ["C", "C", "N", "N", "N", "O", "H", "H"], "positions_angstrom": [[0.412, 0.541, 0.625], [-1.460, -0.646, 1.323], [0.218, 0.800, 1.831], [-0.433, 0.660, 2.759], [-0.660, -0.454, 0.337], [-2.090, -1.106, 2.148], [1.227, 0.579, 0.015], [-0.992, -0.560, -0.676]]}

=====

--- Q ---
{"formula": "C2H2N3O", "method": "ωB97M-V/def2-TZVPD", "e_homo_ev": -15.878, "smiles": "N#CC(=[NH2+])N=O", "gap_ev": 8.155, "charge": 1, "lumo_energy_ev": -7.723, "species": ["N", "C", "C", "N", "N", "O", "H", "H"], "positions_angstrom": [[2.953, -2.029, 0.109], [2.077, -1.304, 0.043], [1.287, -0.105, -0.029], [-0.055, -0.030, -0.066], [2.210, 1.244, -0.406], [3.081, 1.644, 0.237], [-0.491, -0.881, -0.101], [-0.507, 0.909, 0.177]]}

=====

--- R ---
{"formula": "C2H2N3O", "method": "ωB97M-V/def2-TZVPD", "e_homo_ev": [-13.743, -13.742], "gap_ev": [7.774, 7.773], "charge": 1, "lumo_energy_ev": [-5.969, -5.969], "species": ["C", "C", "N", "N", "N", "O", "H", "H"], "positions_angstrom": [[0.211, -0.679, -0.718], [-1.776, -0.462, 0.999], [0.723, 0.377, -0.270], [1.753, 1.090, -0.462], [2.456, 1.943, -0.435], [-1.581, 0.451, 1.688], [0.431, -1.194, -1.624], [-2.218, -1.525, 0.822]]}

=====

Energy relative to the most stable one, in kcal/mol: P 0.0; Q 9.8; R 48.0

=====

--- P ---
{"formula": "C5H12OS", "method": "ωB97M-V/def2-TZVPD", "e_homo_ev": -9.305, "smiles": "CC(C)(C)[C@@H](O)S", "gap_ev": 9.990, "lumo_energy_ev": 0.684, "species": ["C", "C", "C", "C", "C", "O", "S", "H", "H", "H", "H", "H", "H", "H", "H", "H", "H", "H", "H"], "positions_angstrom": [[0.449, -1.547, 0.711], [0.219, -0.192, -0.007], [0.412, -0.203, -1.539], [1.275, 0.888, 0.453], [-1.094, 0.367, 0.514], [-1.549, 1.648, -0.389], [-2.494, -0.776, 0.511], [-0.057, -1.487, 1.761], [1.615, -1.643, 0.723], [-0.021, -2.352, 0.225], [-0.461, 0.468, -1.855], [0.401, -1.210, -1.958], [1.437, 0.281, -1.851], [1.241, 0.972, 1.580], [2.295, 0.704, -0.001], [0.988, 1.844, 0.101], [-0.921, 0.901, 1.538], [-1.533, 2.441, 0.231], [-2.203, -1.105, -0.747]]}

=====

--- Q ---
{"formula": "C5H12OS", "method": "ωB97M-V/def2-TZVPD", "e_homo_ev": -8.670, "smiles": "CSCCCCO", "gap_ev": 9.547, "lumo_energy_ev": 0.877, "species": ["C", "S", "C", "C", "C", "C", "O", "H", "H", "H", "H", "H", "H", "H", "H", "H", "H", "H", "H"], "positions_angstrom": [[0.039, -0.447, 2.779], [0.896, 1.099, 2.369], [0.518, 1.342, 0.628], [1.023, 0.293, -0.369], [-0.106, -0.689, -0.868], [-1.129, -0.120, -1.788], [-0.855, -0.435, -3.193], [-0.832, -0.510, 2.124], [0.615, -1.362, 2.742], [-0.415, -0.260, 3.750], [-0.563, 1.437, 0.480], [0.958, 2.314, 0.416], [1.491, 0.755, -1.241], [1.696, -0.472, 0.020], [-0.505, -1.118, 0.062], [0.340, -1.618, -1.217], [-2.161, -0.453, -1.663], [-1.071, 0.973, -1.791], [0.064, -0.730, -3.240]]}

=====

Energy relative to the most stable one, in kcal/mol: P 17.1; Q 0.0

=====

--- P ---
{"formula": "C6H11N2O", "method": "ωB97M-V/def2-TZVPD", "e_homo_ev": -13.021, "smiles": "C[C@]1(N)[NH2+]C=CC=C1O", "gap_ev": 9.719, "charge": 1, "lumo_energy_ev": -3.302, "species": ["C", "C", "N", "N", "C", "C", "C", "C", "O", "H", "H", "H", "H", "H", "H", "H", "H", "H", "H", "H"], "positions_angstrom": [[-0.647, -0.927, 1.403], [-0.510, -0.431, -0.031], [-1.560, -0.770, -0.927], [0.585, -1.056, -0.769], [1.799, -0.567, -0.151], [1.888, 0.738, 0.023], [0.811, 1.686, -0.139], [-0.409, 1.176, -0.099], [-1.611, 1.739, 0.083], [-0.032, -0.291, 2.016], [-0.304, -1.994, 1.324], [-1.680, -0.946, 1.708], [-1.518, -0.307, -1.834], [-2.509, -0.545, -0.597], [0.363, -0.745, -1.722], [0.634, -2.139, -0.737], [2.586, -1.260, 0.152], [2.768, 1.256, 0.374], [1.007, 2.678, -0.396], [-1.658, 2.706, 0.318]]}

=====

--- Q ---
{"formula": "C6H11N2O", "method": "ωB97M-V/def2-TZVPD", "e_homo_ev": -13.820, "gap_ev": 10.692, "charge": 1, "lumo_energy_ev": -3.128, "species": ["C", "C", "C", "C", "C", "C", "N", "N", "O", "H", "H", "H", "H", "H", "H", "H", "H", "H", "H", "H"], "positions_angstrom": [[-1.672, -0.515, 0.896], [-0.141, -0.328, -1.528], [-0.011, 0.962, -0.785], [-0.116, -0.436, 1.063], [-0.463, -1.434, -0.609], [1.918, 0.870, 0.884], [-1.783, -1.404, -0.091], [0.477, 0.807, 0.621], [-2.475, 0.016, 1.666], [-0.967, -0.230, -2.239], [0.736, -0.588, -2.131], [0.710, 1.717, -1.342], [-0.881, 1.474, -0.637], [0.353, -1.148, 1.677], [-0.200, -2.445, -0.861], [2.126, 0.772, 2.023], [2.445, 0.046, 0.314], [2.472, 1.902, 0.496], [-2.613, -1.627, -0.576], [0.084, 1.589, 1.160]]}

=====

--- R ---
{"formula": "C6H11N2O", "method": "ωB97M-V/def2-TZVPD", "e_homo_ev": -13.119, "gap_ev": 9.771, "charge": 1, "lumo_energy_ev": -3.347, "species": ["C", "C", "C", "C", "C", "C", "N", "N", "O", "H", "H", "H", "H", "H", "H", "H", "H", "H", "H", "H"], "positions_angstrom": [[1.814, 0.725, 0.083], [0.942, -2.889, 0.171], [0.496, -1.811, -0.422], [-0.207, 1.884, 0.116], [0.336, -0.474, 0.229], [-2.148, 0.285, 0.097], [1.179, 1.844, -0.086], [-0.762, 0.501, -0.344], [2.914, 0.329, -0.050], [1.347, -3.775, -0.338], [1.187, -2.721, 1.246], [-0.010, -1.689, -1.417], [-0.514, 2.173, 1.046], [-0.578, 2.564, -0.623], [0.421, -0.699, 1.301], [-2.159, 0.454, 1.239], [-2.771, 0.848, -0.579], [-2.449, -0.863, -0.147], [1.599, 2.828, -0.129], [-0.636, 0.485, -1.392]]}

=====

Energy relative to the most stable one, in kcal/mol: P 0.0; Q 20.8; R 28.9